{"formula": "C4H8N2S", "method": "ωB97M-V/def2-TZVPD", "homo_energy_ha": -0.3110, "largest_force_ev_per_a": 7.76, "smiles": "C=C(/C=N\\N)SC", "lumo_ev": 0.575, "homo_lumo_gap_ev": 9.0367, "e_tot_ha": -664.738751, "elements": ["C", "C", "C", "N", "N", "S", "C", "H", "H", "H", "H", "H", "H", "H", "H"], "xyz": [[-0.32007, 0.28589, -2.42814], [-0.00209, 0.14649, -1.11974], [0.56309, -0.99240, -0.34960], [1.31837, -1.05894, 0.66989], [2.05570, -0.01751, 0.99276], [-0.68574, 1.48931, 0.10459], [-1.52707, 0.40942, 1.30609], [-0.77039, 1.09251, -2.85041], [-0.02653, -0.81267, -2.84411], [0.34467, -2.06126, -0.68711], [2.59444, 0.01736, 1.95467], [1.75163, 1.00265, 0.67226], [-2.62938, 0.23336, 0.81008], [-1.06545, -0.79950, 1.39792], [-1.60118, 1.06528, 2.37085]], "nbo_charge": [-0.3843, -0.1365, -0.1100, -0.1836, -0.6308, 0.1294, -0.8231, 0.2235, 0.2166, 0.2017, 0.3842, 0.3700, 0.2263, 0.2654, 0.2515]}

{"formula": "C4H12S2", "method": "ωB97M-V/def2-TZVPD", "homo_energy_ha": -0.3121, "largest_force_ev_per_a": 1.87, "smiles": "CCC.CSS", "lumo_ev": 0.578, "homo_lumo_gap_ev": 9.0688, "e_tot_ha": -955.954321, "elements": ["C", "C", "C", "H", "H", "H", "H", "H", "H", "H", "H", "C", "S", "S", "H", "H", "H", "H"], "xyz": [[-1.19235, 1.63506, 0.16021], [0.29652, 1.48992, 0.29425], [0.87853, 2.11516, 1.55416], [-1.63855, 1.39879, -0.81219], [-1.66386, 2.59470, 0.41659], [-1.71100, 0.98835, 0.87087], [0.78808, 1.88430, -0.59746], [0.49425, 0.41634, 0.23944], [0.49286, 3.12660, 1.65458], [0.49308, 1.61810, 2.44887], [1.96164, 2.12896, 1.54370], [0.71432, -3.22116, -1.79949], [-0.98278, -2.80580, -1.38318], [-0.69602, -2.30118, 0.60164], [0.72207, -3.47362, -2.85417], [1.09457, -4.06292, -1.23918], [1.35686, -2.35618, -1.67685], [-1.40823, -1.17543, 0.57822]], "nbo_charge": [-0.6139, -0.4097, -0.6025, 0.2150, 0.2062, 0.1890, 0.1960, 0.2032, 0.2010, 0.2009, 0.2119, -0.7493, 0.0943, -0.1519, 0.2309, 0.2193, 0.2229, 0.1366]}

{"formula": "C31H60BrFN2O7S2Si", "method": "ωB97M-V/def2-TZVPD", "homo_energy_ha": [-0.3011, -0.3382], "largest_force_ev_per_a": 1.47, "lumo_ev": [0.504, 0.258], "homo_lumo_gap_ev": [8.6958, 9.4604], "spin_multiplicity": 3, "e_tot_ha": -5613.084510, "elements": ["C", "C", "C", "O", "C", "O", "C", "S", "Si", "Br", "C", "C", "C", "C", "O", "C", "C", "F", "O", "C", "O", "C", "S", "H", "H", "H", "H", "H", "H", "H", "H", "H", "H", "H", "H", "H", "H", "H", "H", "H", "H", "H", "H", "H", "H", "H", "H", "C", "C", "C", "C", "C", "C", "N", "O", "C", "C", "C", "H", "H", "H", "H", "H", "H", "H", "H", "H", "H", "H", "H", "H", "H", "H", "H", "H", "H", "C", "C", "C", "C", "C", "C", "N", "O", "C", "C", "C", "H", "H", "H", "H", "H", "H", "H", "H", "H", "H", "H", "H", "H", "H", "H", "H", "H", "H"], "xyz": [[1.76277, 4.36036, -0.59811], [1.64359, 2.92015, -0.11241], [0.47464, 2.63341, 0.84357], [-0.69684, 2.09654, 0.21578], [-1.62659, 2.99316, -0.16814], [-1.36594, 4.11536, -0.53950], [-3.02769, 2.43977, -0.07752], [-3.61264, 2.02673, -1.75605], [-5.70223, 2.08622, -1.33815], [-6.11393, 0.66808, 0.33279], [-6.18300, 3.80727, -0.79929], [-5.71263, 4.82395, -1.86521], [-6.69065, 5.99744, -2.08871], [-6.03236, 7.37888, -2.14084], [-6.29724, 8.08379, -0.92172], [-6.72928, 1.60278, -2.87640], [-5.93270, 1.34460, -4.15908], [-7.48291, 0.44877, -2.57557], [1.49366, 2.00716, -1.21150], [2.55894, 1.88206, -2.02797], [3.69466, 2.13773, -1.70206], [2.14951, 1.37380, -3.38828], [2.92694, -0.21861, -3.78286], [2.80093, 4.63886, -0.77577], [1.21459, 4.47669, -1.53720], [1.29022, 5.04746, 0.10595], [2.55107, 2.66223, 0.44325], [0.22193, 3.52459, 1.41958], [0.78969, 1.86099, 1.54894], [-3.03681, 1.54652, 0.54302], [-3.64954, 3.21102, 0.37806], [-7.27121, 3.84865, -0.68759], [-5.72366, 4.00412, 0.17209], [-4.70506, 5.18145, -1.63753], [-5.61093, 4.29548, -2.82423], [-7.42720, 6.01304, -1.28313], [-7.23748, 5.83922, -3.02288], [-6.44126, 7.95264, -2.97646], [-4.94904, 7.27977, -2.26439], [-6.45045, 9.00911, -1.12699], [-7.45377, 2.40607, -3.04642], [-5.94736, 0.26606, -4.33629], [-4.88912, 1.65283, -4.09656], [-6.41310, 1.81409, -5.01987], [2.45975, 2.09792, -4.14109], [1.07078, 1.23545, -3.43134], [2.11245, -0.95105, -3.01920], [-0.17643, -2.72192, 2.18167], [-0.64736, -1.26440, 2.03678], [0.38184, -0.46098, 1.24802], [1.67314, -0.22826, 2.02687], [1.40330, 0.40637, 3.39236], [0.31858, -0.29886, 4.21598], [-0.87439, -0.60525, 3.36299], [-1.65160, 0.42099, 3.25691], [0.87783, -1.57560, 4.86321], [-0.12279, 0.60613, 5.36024], [-1.96493, -1.31401, 1.28031], [-0.33873, -3.23788, 1.23534], [0.88214, -2.82403, 2.40279], [-0.74818, -3.24163, 2.95206], [-0.05811, 0.50317, 0.97614], [0.59602, -0.98205, 0.31233], [2.21939, -1.16766, 2.14103], [2.32882, 0.42882, 1.45067], [2.32178, 0.43171, 3.98351], [1.10351, 1.44930, 3.24054], [0.07834, -2.13575, 5.34961], [1.60804, -1.30099, 5.62461], [1.38515, -2.23522, 4.16547], [-0.41832, 1.59204, 5.01099], [0.70866, 0.72237, 6.05607], [-0.96572, 0.17229, 5.89891], [-2.69310, -1.93971, 1.79918], [-1.79406, -1.73797, 0.29062], [-2.40031, -0.32627, 1.15164], [3.97902, -5.28025, -2.44830], [4.10163, -3.99844, -1.60754], [5.57244, -3.64457, -1.39554], [6.28996, -4.62114, -0.46532], [5.55484, -4.76171, 0.86860], [4.05293, -5.04213, 0.74333], [3.43044, -4.13463, -0.27444], [3.15507, -2.98054, 0.23292], [3.80267, -6.51795, 0.39645], [3.37542, -4.79638, 2.08717], [3.39668, -2.90450, -2.40031], [4.17603, -5.03597, -3.49194], [4.68809, -6.05652, -2.17590], [2.97196, -5.69360, -2.38520], [5.63928, -2.63679, -0.97397], [6.06823, -3.61223, -2.36813], [6.40130, -5.59804, -0.94306], [7.30254, -4.26060, -0.27759], [6.00337, -5.56173, 1.46194], [5.69040, -3.83685, 1.43781], [2.74420, -6.68658, 0.19472], [4.08604, -7.13877, 1.24620], [4.37546, -6.87260, -0.45491], [3.60242, -3.80975, 2.48472], [3.72731, -5.54236, 2.80003], [2.29170, -4.88673, 2.00062], [2.36078, -3.18146, -2.60348], [3.91145, -2.77537, -3.35257], [3.40143, -1.95073, -1.87882]], "mulliken_spin": [-0.0003, 0.0049, -0.0267, 0.0180, 0.0021, -0.0002, -0.0035, 0.0001, 0.0001, 0.0001, 0.0000, 0.0000, 0.0000, 0.0000, 0.0000, 0.0000, 0.0000, 0.0000, 0.0001, -0.0005, 0.0000, -0.0001, 0.0000, 0.0000, 0.0000, 0.0001, -0.0001, -0.0110, 0.0299, 0.0016, -0.0002, 0.0000, 0.0000, 0.0000, 0.0000, 0.0000, 0.0000, 0.0000, 0.0000, 0.0000, 0.0000, 0.0000, 0.0000, 0.0000, 0.0000, 0.0000, 0.0001, 0.0521, -0.0090, 0.0183, -0.0352, 0.0517, 0.0195, 0.3727, 0.5286, 0.0224, -0.0045, -0.0128, 0.0039, -0.0106, -0.0139, -0.0147, 0.0021, 0.0147, -0.0013, -0.0026, 0.0071, -0.0131, 0.0006, 0.0002, 0.0010, 0.0001, 0.0016, -0.0049, -0.0007, 0.0139, 0.0049, 0.0275, 0.0252, -0.0170, 0.0185, 0.0229, 0.3950, 0.5218, 0.0138, -0.0234, -0.0014, 0.0007, 0.0003, -0.0091, -0.0008, 0.0006, -0.0011, 0.0014, -0.0005, 0.0050, -0.0094, 0.0008, 0.0014, 0.0074, -0.0003, 0.0059, 0.0019, -0.0004, 0.0066]}

Question: Number 1 is which compound?
Answer: C4H8N2S

Question: Number 1 is which compound?
Answer: C4H8N2S